## one
{
  "formula": "H24O12",
  "method": "ωB97M-V with the def2-TZVPD basis set",
  "elements": ["O", "H", "H", "O", "H", "H", "O", "H", "H", "O", "H", "H", "O", "H", "H", "O", "H", "H", "O", "H", "H", "O", "H", "H", "O", "H", "H", "O", "H", "H", "O", "H", "H", "O", "H", "H"],
  "positions_angstrom": [[27.68701, 39.83777, 24.61629], [26.98550, 40.21413, 25.28494], [27.35255, 39.92732, 23.70493], [24.98505, 41.54444, 23.59544], [25.40366, 41.68997, 24.38597], [25.62038, 41.11309, 23.13737], [23.52995, 38.10851, 24.77803], [24.29975, 38.42009, 24.36765], [23.31987, 37.20238, 24.28931], [28.44771, 42.95242, 22.68981], [27.77043, 43.18553, 22.23679], [29.01442, 43.61972, 22.61722], [26.48854, 43.00454, 21.03440], [27.05743, 43.64905, 20.36797], [25.67794, 42.69798, 20.63448], [27.92649, 36.87719, 22.33764], [28.10564, 37.90816, 22.27697], [28.65622, 36.41243, 21.94678], [26.52290, 40.45872, 22.07395], [25.96982, 39.68281, 22.23226], [26.65233, 40.62335, 21.17412], [27.29612, 40.49891, 19.28373], [28.23351, 40.90701, 19.55580], [26.86484, 41.46220, 19.31896], [24.42694, 41.78016, 19.85498], [23.51810, 42.37148, 19.75473], [23.88523, 41.05736, 20.27199], [25.19464, 37.79241, 22.57747], [24.60832, 37.36333, 22.08118], [26.23469, 37.57537, 22.43623], [25.38312, 38.63755, 18.36312], [26.01025, 39.24437, 18.64605], [25.55158, 38.42676, 17.39939], [23.19428, 39.87651, 21.80337], [22.66517, 39.12046, 21.55843], [22.83313, 40.42605, 22.57639]],
  "e_lumo_ev": -0.0321,
  "smiles": "O.O.O.O.O.O.O.O.O.O.O.O",
  "homo_ev": -10.620
}

---

## two
{
  "formula": "H24O12",
  "method": "ωB97M-V with the def2-TZVPD basis set",
  "elements": ["O", "H", "H", "O", "H", "H", "O", "H", "H", "O", "H", "H", "O", "H", "H", "O", "H", "H", "O", "H", "H", "O", "H", "H", "O", "H", "H", "O", "H", "H", "O", "H", "H", "O", "H", "H"],
  "positions_angstrom": [[3.00676, 3.05627, 1.77678], [3.81506, 3.25899, 1.37183], [2.60936, 2.34966, 1.27188], [-2.16463, 0.61379, -1.05062], [-1.66787, 0.82219, -1.81946], [-1.53476, 0.57206, -0.31001], [0.22603, 2.16636, 2.15758], [0.36273, 1.44296, 2.76447], [-0.57928, 2.51108, 2.48997], [-1.23760, -0.23450, 2.98456], [-1.98449, 0.18909, 2.62578], [-0.84322, -0.39966, 2.11994], [2.58350, 0.55387, 0.75178], [2.93672, 0.36975, 1.57348], [3.27441, 0.47378, 0.16066], [0.00369, -3.34305, 1.23591], [-0.70939, -2.72374, 1.18264], [0.79741, -2.85253, 1.04170], [0.06205, -0.40797, 0.49666], [-0.03836, -0.75705, -0.39530], [0.96434, -0.01602, 0.55392], [-0.13766, -1.70606, -2.05313], [0.47362, -2.41932, -1.93934], [0.40064, -1.06394, -2.54342], [-2.45190, -2.11850, -2.97296], [-2.46608, -1.55058, -3.72331], [-1.53700, -2.00226, -2.67618], [0.40778, 2.35253, -0.67088], [0.39383, 2.06360, 0.21994], [-0.42896, 2.82962, -0.78583], [1.09588, 0.66201, -2.72724], [0.83138, 1.19960, -1.98180], [1.99524, 0.37948, -2.59375], [-2.51255, -2.31384, 0.47222], [-2.69555, -1.59214, -0.09466], [-3.25115, -2.36553, 1.08620]],
  "e_lumo_ev": -0.5693,
  "smiles": "O.O.O.O.O.O.O.O.O.O.O.O",
  "homo_ev": -10.319
}

---

## three
{
  "formula": "H24O12",
  "method": "ωB97M-V with the def2-TZVPD basis set",
  "elements": ["H", "H", "H", "H", "H", "H", "H", "H", "H", "H", "H", "H", "H", "H", "H", "H", "H", "H", "H", "H", "H", "H", "H", "H", "O", "O", "O", "O", "O", "O", "O", "O", "O", "O", "O", "O"],
  "positions_angstrom": [[-0.37545, 0.35908, 0.49550], [-0.34040, -1.15207, 0.33670], [-2.00507, 0.94853, 0.73191], [-2.33583, 2.23329, 1.47355], [-0.48649, 3.57032, 0.91012], [-1.67963, 3.60755, -0.03066], [0.15365, -1.94439, 2.53824], [1.16949, -1.87367, 3.66656], [4.10827, 1.61546, -1.20826], [3.95075, 0.95329, 0.15070], [-0.69207, 0.30125, -1.79277], [0.77824, 0.64096, -1.61164], [-5.85881, -1.00468, -0.73010], [-4.70613, -0.09112, -0.34699], [-2.19354, -3.41960, 0.17941], [-3.04350, -2.34580, -0.47980], [3.73702, -0.61609, -1.04687], [2.76278, -1.76485, -1.24994], [4.11915, 1.10253, 2.63707], [2.97702, 2.03084, 3.01632], [0.22561, -3.53228, -2.00674], [1.28097, -4.59653, -1.75450], [-0.76251, 2.23660, -2.49688], [-0.37064, 3.55909, -1.85853], [-0.90395, -0.38492, 0.18544], [-2.74336, 1.52190, 0.96676], [-0.97779, 4.16175, 0.32889], [0.62235, -2.49618, 3.17451], [3.46376, 1.15997, -0.65498], [0.18950, -0.08433, -1.84894], [-5.31310, -0.74359, 0.02025], [-2.63788, -2.58390, 0.36149], [3.62887, -1.55925, -0.88034], [3.15853, 1.17623, 2.60926], [1.16010, -3.64126, -1.79734], [-0.05992, 2.65585, -1.98739]],
  "e_lumo_ev": -0.1617,
  "smiles": "O.O.O.O.O.O.O.O.O.O.O.O",
  "homo_ev": -10.145
}

---

Of them, two has the highest stability.

---

## one
{
  "formula": "H24O12",
  "method": "ωB97M-V with the def2-TZVPD basis set",
  "elements": ["O", "H", "H", "O", "H", "H", "O", "H", "H", "O", "H", "H", "O", "H", "H", "O", "H", "H", "O", "H", "H", "O", "H", "H", "O", "H", "H", "O", "H", "H", "O", "H", "H", "O", "H", "H"],
  "positions_angstrom": [[-1.86805, 2.40552, -0.24703], [-1.00559, 2.19233, -0.60332], [-2.20925, 3.08142, -0.83265], [1.52118, -1.97549, 1.51950], [1.37908, -1.03574, 1.63311], [1.60777, -2.09248, 0.57342], [0.27857, 0.05345, 0.52688], [0.15185, 0.98127, 0.72518], [-0.59776, -0.32682, 0.58769], [-0.01698, -2.86249, 0.03805], [0.26693, -3.66570, 0.47451], [-0.42382, -2.34335, 0.73173], [-2.06886, -0.02432, 0.17283], [-2.25040, 0.88968, -0.04602], [-2.59968, -0.19477, 0.95091], [-1.18217, -1.93062, 1.39719], [-2.03372, -2.34870, 1.52482], [-0.90309, -1.68069, 2.27804], [0.79188, 2.39607, 0.49788], [0.85475, 3.35120, 0.49623], [0.72848, 2.15813, -0.42710], [-2.22637, -1.71305, -1.12446], [-1.34407, -1.90809, -0.80864], [-2.49573, -0.94300, -0.62376], [-0.13160, 1.90804, -1.38492], [-0.25937, 0.97122, -1.53414], [0.64243, 2.13011, -1.90243], [0.99059, -0.30905, -2.21978], [1.76905, -0.85948, -2.30500], [0.45154, -0.75521, -1.56664], [2.12029, 1.41240, -0.94051], [1.95947, 1.38389, 0.00266], [1.60159, 0.68993, -1.29436], [2.44009, 0.39979, 0.97531], [2.51009, 0.48744, 1.92591], [1.55087, 0.07718, 0.82888]],
  "e_lumo_ev": -0.3109,
  "homo_ev": -9.294
}

---

## two
{
  "formula": "H24O12",
  "method": "ωB97M-V with the def2-TZVPD basis set",
  "elements": ["O", "H", "H", "O", "H", "H", "O", "H", "H", "O", "H", "H", "O", "H", "H", "O", "H", "H", "O", "H", "H", "O", "H", "H", "O", "H", "H", "O", "H", "H", "O", "H", "H", "O", "H", "H"],
  "positions_angstrom": [[0.82769, -1.08202, 1.69365], [-0.01922, -1.08633, 1.24761], [1.15631, -1.97543, 1.59335], [2.27526, 0.13415, -0.96521], [1.52689, -0.09589, -0.41452], [1.88536, 0.49405, -1.76187], [-1.83515, 1.00633, -0.71941], [-2.35910, 1.59696, -1.26059], [-2.37971, 0.22544, -0.61996], [-1.89403, -1.28750, -0.25061], [-2.44605, -0.79607, -0.85889], [-2.12958, -2.20331, -0.39910], [-1.12041, -0.11324, 1.28125], [-1.91087, 0.23752, 1.69159], [-1.44481, -0.69673, 0.59529], [-1.61224, -0.64304, -2.48014], [-2.31616, -0.34024, -3.05376], [-1.76271, -0.18498, -1.65323], [0.39690, -0.33686, -0.44503], [0.56019, 0.11384, 0.38348], [-0.55073, -0.27900, -0.56700], [0.27637, 1.13061, 1.45693], [0.62508, 1.12166, 2.34831], [-0.49964, 0.57166, 1.49719], [-0.26550, 1.61190, -1.90466], [-0.69897, 1.53911, -1.05434], [-0.78090, 1.05221, -2.48547], [1.81741, -1.98205, -0.15445], [2.31265, -1.72428, -0.93196], [0.90624, -1.78936, -0.37549], [2.33553, 0.20855, 1.89111], [2.41427, -0.06841, 2.80398], [1.73055, -0.42196, 1.50036], [1.98819, 1.81433, 0.83506], [1.08734, 1.51674, 0.96212], [1.90346, 2.73149, 0.57454]],
  "e_lumo_ev": -1.6978,
  "homo_ev": -6.340
}

---

## three
{
  "formula": "H24O12",
  "method": "ωB97M-V with the def2-TZVPD basis set",
  "elements": ["O", "H", "H", "O", "H", "H", "O", "H", "H", "O", "H", "H", "O", "H", "H", "O", "H", "H", "O", "H", "H", "O", "H", "H", "O", "H", "H", "O", "H", "H", "O", "H", "H", "O", "H", "H"],
  "positions_angstrom": [[0.33853, 2.36524, -2.75689], [0.00614, 1.46195, -2.89790], [0.73726, 2.27064, -1.96971], [2.72732, -0.85866, -0.99722], [3.04075, -0.16527, -1.79094], [1.68594, -1.06426, -0.92972], [-2.66608, 0.27638, 1.38422], [-2.99655, -0.20455, 1.89810], [-3.31833, 0.92643, 1.11756], [-1.17103, 2.72018, 1.16140], [-1.36878, 1.74622, 1.27725], [-2.06963, 3.01933, 0.99301], [2.20493, 1.21657, 1.63273], [1.47547, 0.74863, 1.35703], [3.00045, 0.65827, 1.62508], [-2.64529, -2.14880, -0.33832], [-2.37296, -1.22695, 0.05155], [-2.06475, -2.84514, -0.09052], [-1.37593, -2.85348, -2.87545], [-0.81686, -3.56750, -2.59548], [-1.42048, -2.38748, -1.90031], [1.96836, -2.61803, 1.59081], [1.08230, -2.96857, 1.48138], [2.36759, -2.20940, 0.72433], [0.32280, -0.18559, 0.25251], [-0.01155, -0.32951, 1.14360], [-0.24110, -0.06558, -0.46900], [-1.05752, 0.00326, -2.11624], [-1.82239, 0.76294, -2.20337], [-1.46882, -0.65013, -2.70135], [0.13036, -0.21904, 3.63688], [-0.62787, 0.37233, 3.54146], [1.00744, 0.26312, 3.75562], [2.21531, 2.75955, -0.74119], [3.04832, 2.91071, -1.27674], [2.15668, 2.08620, 0.02581]],
  "e_lumo_ev": -0.5523,
  "smiles": "O.O.O.O.O.O.O.O.O.O.O.O",
  "homo_ev": -10.403
}

---

Of them, three has the highest stability.

---

## one
{
  "formula": "H24O12",
  "method": "ωB97M-V with the def2-TZVPD basis set",
  "elements": ["H", "H", "H", "H", "H", "H", "H", "H", "H", "H", "H", "H", "H", "H", "H", "H", "H", "H", "H", "H", "H", "H", "H", "H", "O", "O", "O", "O", "O", "O", "O", "O", "O", "O", "O", "O"],
  "positions_angstrom": [[-0.48906, 0.10049, -0.02186], [0.10388, 0.18813, 1.37485], [-1.47126, -3.60695, -1.67443], [-0.85665, -2.95102, -0.44885], [2.08979, 1.05606, 1.38957], [3.42533, 1.76501, 1.23545], [4.02934, -1.24021, 3.70760], [3.42873, -1.74704, 2.40666], [-3.72965, 0.80032, 1.31285], [-2.54771, 0.80300, 2.26839], [-0.22520, 4.51555, 0.42711], [-1.50027, 4.15840, 1.17322], [0.75233, -2.22829, -4.25881], [0.00436, -2.78237, -3.05733], [0.87315, -0.21563, -1.21067], [0.32613, 0.80759, -2.19242], [-3.35608, 1.15206, -2.59802], [-2.44432, 1.01209, -1.39007], [0.68053, -5.45564, 1.22098], [-0.03587, -4.15578, 0.89361], [0.53793, 0.30187, -4.01452], [-0.54612, 0.20209, -5.07514], [0.26200, 3.35628, 3.45386], [1.17164, 2.97656, 4.61075], [0.27369, 0.43961, 0.46002], [-0.70608, -3.65450, -1.09028], [2.65832, 1.47109, 0.73116], [3.22514, -1.20538, 3.17747], [-3.13819, 0.20880, 1.79169], [-1.05159, 4.89625, 0.74514], [-0.05062, -2.10444, -3.74024], [0.47661, 0.66191, -1.25161], [-2.78686, 1.66371, -2.01219], [0.22602, -4.71332, 1.63493], [-0.26222, -0.18598, -4.23980], [0.65284, 3.70967, 4.26092]],
  "e_lumo_ev": -0.1702,
  "homo_ev": -10.338
}

---

## two
{
  "formula": "H24O12",
  "method": "ωB97M-V with the def2-TZVPD basis set",
  "elements": ["H", "H", "H", "H", "H", "H", "H", "H", "H", "H", "H", "H", "H", "H", "H", "H", "H", "H", "H", "H", "H", "H", "H", "H", "O", "O", "O", "O", "O", "O", "O", "O", "O", "O", "O", "O"],
  "positions_angstrom": [[0.57096, 0.49997, 0.70689], [-0.39935, 1.66246, 0.83783], [-1.76880, 0.01618, -2.51903], [-2.34570, -0.89194, -1.44546], [2.03167, 3.44128, 2.48278], [2.32816, 4.48875, 1.42215], [3.06343, 2.81168, -1.86467], [3.24926, 1.45409, -2.52230], [-0.55913, -3.35078, -0.92910], [-1.05881, -1.91573, -0.89769], [1.47624, -2.27151, 0.16004], [1.37486, -3.06150, 1.45452], [-2.51068, -1.32075, 2.24722], [-1.47451, -2.27280, 2.82168], [0.77053, -1.10134, -1.82988], [0.23728, 0.30674, -2.03721], [1.45518, 1.20556, 2.23822], [2.27055, -0.06604, 2.40628], [-3.51847, -0.87887, 0.10887], [-5.01395, -0.77259, -0.14067], [3.57028, -2.09761, -0.28532], [4.40832, -3.06435, -1.10578], [-3.34398, 4.14295, -1.25042], [-2.66026, 2.82594, -0.92167], [0.52181, 1.46016, 0.63902], [-2.28912, 0.03376, -1.70789], [1.68690, 3.81027, 1.66182], [2.59227, 1.99680, -2.07194], [-1.32795, -2.80900, -1.13980], [0.85466, -2.51407, 0.85560], [-2.40805, -2.21622, 2.58867], [0.83217, -0.20598, -1.47844], [1.65172, 0.50712, 2.87268], [-4.28643, -0.33402, 0.31470], [3.49476, -2.83576, -0.90048], [-3.47580, 3.31712, -0.77122]],
  "e_lumo_ev": -0.2201,
  "smiles": "O.O.O.O.O.O.O.O.O.O.O.O",
  "homo_ev": -10.732
}

---

## three
{
  "formula": "H24O12",
  "method": "ωB97M-V with the def2-TZVPD basis set",
  "elements": ["O", "H", "H", "O", "H", "H", "O", "H", "H", "O", "H", "H", "O", "H", "H", "O", "H", "H", "O", "H", "H", "O", "H", "H", "O", "H", "H", "O", "H", "H", "O", "H", "H", "O", "H", "H"],
  "positions_angstrom": [[-2.91681, -0.26106, 1.29867], [-2.74081, 0.60694, 0.75967], [-3.27381, 0.16494, 2.12167], [0.79319, 1.80494, -2.49933], [1.33119, 1.61194, -1.79233], [0.39619, 2.72394, -2.54033], [-2.30081, 1.88894, -0.19333], [-1.50981, 1.42194, -0.11533], [-1.98281, 2.59094, 0.60567], [-0.70681, -3.40806, 0.09567], [-1.09381, -4.20606, 0.31167], [-0.36681, -2.91806, 1.02667], [-2.48581, -1.80206, -1.04533], [-2.59681, -1.04906, -0.28233], [-1.97981, -2.38306, -0.62133], [0.68419, -2.28606, 2.24667], [1.39219, -2.95006, 2.18867], [0.11719, -2.49306, 2.95367], [1.83019, -1.23406, -2.42433], [1.39019, -0.45806, -1.98933], [1.07719, -1.99606, -2.52733], [1.02919, 3.88494, 0.45967], [1.32519, 2.99094, -0.09333], [1.04919, 3.53194, 1.30367], [-0.02181, 0.04394, 0.12567], [0.80219, 0.37594, 0.35867], [-0.24081, -0.59706, 0.74567], [2.18919, 0.16994, 2.30267], [1.79819, 1.01394, 2.59467], [1.62619, -0.58906, 2.44067], [-1.13681, -0.10006, -2.84433], [-0.58481, 0.61594, -2.42933], [-1.48981, -0.80606, -2.27133], [2.47119, 1.52694, -0.27733], [3.34719, 1.35494, -0.57333], [2.77919, 1.21294, 0.57967]],
  "e_lumo_ev": -0.7328,
  "smiles": "O.O.O.O.O.O.O.O.O.O.O.O",
  "homo_ev": -9.139
}

---

Of them, two has the highest stability.